# C13H29F2N2O5PS2

An isolated molecule of C13H29F2N2O5PS2 (ωB97M-V/def2-TZVPD, the Open Molecules 2025 dataset).

* structure (SMILES): CCSC[C@](F)(O[C@H](CC)CCCCS(=O)(=O)O)[C@H](F)N(C)P(N)O
* F_max: 0.0198 Eh/bohr
* energy relative to the best compared isomer or geometry (same formula, charge and spin): 39.5 kJ/mol
* gap between HOMO and LUMO: 8.996 eV

The geometry in ORCA input format:
```
! RIJCOSX wB97M-V def2-TZVPD def2/J DEFGRID3
* xyz 0 1
C -2.404 3.682 -0.343
C -3.063 2.473 0.340
S -2.595 0.910 -0.475
C -2.079 -0.179 0.898
C -0.602 -0.611 0.902
F 0.167 0.196 0.071
O -0.475 -1.926 0.494
C -0.847 -2.163 -0.862
C -2.036 -3.137 -0.939
C -2.937 -2.791 -2.129
C 0.360 -2.725 -1.636
C 1.688 -2.011 -1.368
C 2.037 -0.941 -2.422
C 2.992 0.072 -1.791
S 3.587 1.245 -2.974
O 2.711 2.377 -3.034
O 3.947 0.591 -4.198
O 4.938 1.676 -2.226
C 0.114 -0.549 2.284
F -0.032 -1.752 2.925
N -0.350 0.505 3.156
C 0.358 0.412 4.463
P -0.224 2.110 2.457
N 1.489 2.258 2.305
O -0.386 3.002 3.805
H -1.649 4.117 0.309
H -1.903 3.370 -1.259
H -3.159 4.416 -0.615
H -2.765 2.392 1.384
H -4.148 2.558 0.319
H -2.373 0.302 1.826
H -2.680 -1.080 0.797
H -1.162 -1.247 -1.371
H -1.658 -4.150 -1.088
H -2.598 -3.126 -0.006
H -3.742 -3.511 -2.255
H -2.346 -2.757 -3.048
H -3.353 -1.788 -2.002
H 0.474 -3.771 -1.337
H 0.144 -2.719 -2.705
H 1.709 -1.558 -0.380
H 2.486 -2.758 -1.372
H 2.554 -1.410 -3.258
H 1.130 -0.446 -2.769
H 2.511 0.639 -0.994
H 3.866 -0.417 -1.357
H 5.487 2.102 -2.898
H 1.187 -0.441 2.067
H 1.361 0.850 4.405
H 0.476 -0.627 4.753
H -0.227 0.917 5.227
H 1.685 3.012 1.657
H 1.926 1.433 1.910
H 0.407 2.973 4.355
*
```

***

# C34H31AsGeN3S6Tc

A structure of composition C34H31AsGeN3S6Tc (ωB97M-V/def2-TZVPD, the Open Molecules 2025 dataset).

* F_max: 0.0277 Eh/bohr
* gap between HOMO and LUMO: 5.828 eV

The geometry in ORCA input format:
```
! RIJCOSX wB97M-V def2-TZVPD def2/J DEFGRID3
* xyz 0 1
Tc 2.446 1.259 0.155
C 3.399 1.885 4.654
C 3.467 1.574 3.187
S 1.967 1.340 2.367
C 4.614 1.446 2.488
C 5.987 1.616 3.065
S 4.518 1.045 0.807
H 2.373 1.846 5.014
H 3.776 2.889 4.850
H 3.989 1.182 5.243
H 5.943 1.680 4.150
H 6.449 2.534 2.698
H 6.646 0.789 2.807
S 4.458 3.467 -3.125
As 2.751 2.396 -2.827
S 3.069 0.368 -1.966
S 2.192 3.263 -0.470
S 0.977 2.529 -3.851
C -0.526 -1.802 -0.731
C 0.076 -0.566 -0.491
N 1.208 -0.516 0.222
C 1.743 -1.631 0.744
C 1.210 -2.879 0.521
C 0.050 -2.952 -0.248
C 1.864 -4.089 1.067
C 2.627 -4.930 0.377
C 3.028 -4.803 -1.031
C 3.824 -5.777 -1.619
C 4.172 -5.586 -2.943
N 3.785 -4.519 -3.636
C 3.043 -3.640 -2.969
N 2.637 -3.723 -1.712
H -1.433 -1.840 -1.317
H -0.374 0.774 -2.089
H 2.646 -1.487 1.321
H -0.394 -3.914 -0.467
H 1.711 -4.300 2.119
H 3.031 -5.788 0.901
H 4.162 -6.645 -1.072
H 4.785 -6.314 -3.462
H 2.735 -2.756 -3.515
C -0.473 0.711 -1.000
Ge -2.339 1.085 -0.499
C -2.496 1.056 1.433
C -2.248 -0.104 2.171
C -2.312 -0.101 3.556
C -2.629 1.068 4.233
C -2.880 2.227 3.518
C -2.810 2.221 2.132
C -2.776 2.833 -1.205
C -4.114 3.195 -1.360
C -4.459 4.448 -1.844
C -3.466 5.353 -2.186
C -2.133 5.005 -2.046
C -1.792 3.752 -1.555
C -3.500 -0.267 -1.263
C -4.362 -1.028 -0.479
C -5.144 -2.026 -1.043
C -5.071 -2.276 -2.405
C -4.225 -1.519 -3.203
C -3.446 -0.523 -2.634
H 0.090 1.557 -0.598
H -2.004 -1.034 1.669
H -2.113 -1.010 4.110
H -2.682 1.077 5.313
H -3.129 3.144 4.037
H -3.000 3.140 1.591
H -4.903 2.494 -1.111
H -5.501 4.715 -1.959
H -3.733 6.329 -2.572
H -1.355 5.702 -2.326
H -0.743 3.501 -1.471
H -4.430 -0.843 0.586
H -5.811 -2.609 -0.422
H -5.676 -3.056 -2.847
H -4.173 -1.705 -4.266
H -2.794 0.061 -3.275
*
```

***

# C17H39F3O10P2S

A cluster of 3 separate species, C17H39F3O10P2S in total (ωB97M-V/def2-TZVPD, the Open Molecules 2025 dataset).

* structure (SMILES): COCCO[C@@H](S)C(F)(F)F.CCOP(=O)(OCC)OCC.CCOP(=O)(OCC)OCC
* F_max: 0.1680 Eh/bohr
* gap between HOMO and LUMO: 8.561 eV

The geometry in ORCA input format:
```
! RIJCOSX wB97M-V def2-TZVPD def2/J DEFGRID3
* xyz 0 1
C 5.349 -4.508 0.466
O 4.135 -4.899 1.141
C 3.725 -6.180 0.579
C 2.655 -5.872 -0.612
O 2.314 -4.478 -0.523
C 0.993 -4.255 -0.017
S 0.572 -5.144 1.555
C 0.934 -2.677 0.338
F 1.881 -2.017 -0.458
F 1.418 -2.556 1.651
F -0.341 -2.151 0.210
H 6.166 -5.230 0.805
H 5.213 -4.659 -0.656
H 5.617 -3.423 0.620
H 4.653 -6.696 0.194
H 3.236 -6.724 1.456
H 3.228 -6.045 -1.582
H 1.772 -6.576 -0.606
H 0.264 -4.432 -0.869
H 1.054 -6.436 1.523
C 2.934 1.016 0.664
C 3.562 2.074 1.555
O 2.574 2.813 2.257
P 2.044 2.347 3.766
O 3.428 2.068 4.355
O 1.833 3.849 4.429
C 2.511 4.210 5.628
C 3.796 4.955 5.312
O 0.436 2.504 3.240
C -0.022 2.328 1.913
C -0.410 0.889 1.640
H 2.443 0.252 1.269
H 3.695 0.527 0.053
H 2.186 1.451 -0.004
H 4.290 1.607 2.219
H 4.111 2.790 0.937
H 2.697 3.333 6.250
H 1.845 4.866 6.196
H 4.407 4.426 4.578
H 4.390 5.103 6.217
H 3.570 5.933 4.881
H 0.677 2.705 1.170
H -0.916 2.952 1.811
H 0.380 0.196 1.943
H -0.632 0.744 0.581
H -1.299 0.621 2.217
C -2.773 -0.251 -1.009
C -3.851 -0.629 -2.009
O -4.509 0.518 -2.535
P -3.978 1.260 -3.931
O -3.785 -0.025 -4.740
O -5.451 1.683 -4.558
C -5.841 1.235 -5.852
C -6.678 -0.028 -5.751
O -4.025 2.782 -3.169
C -3.832 3.050 -1.794
C -2.370 3.302 -1.480
H -1.962 0.286 -1.506
H -2.352 -1.143 -0.542
H -3.171 0.393 -0.221
H -3.422 -1.258 -2.790
H -4.614 -1.226 -1.503
H -4.969 1.088 -6.493
H -6.439 2.028 -6.307
H -6.205 -0.785 -5.123
H -6.854 -0.456 -6.740
H -7.645 0.195 -5.292
H -4.262 2.290 -1.146
H -4.395 3.965 -1.577
H -1.733 2.511 -1.883
H -2.213 3.377 -0.402
H -2.039 4.237 -1.940
*
```

***

# C10H17FN3P

A cluster of 2 separate species, C10H17FN3P in total (ωB97M-V/def2-TZVPD, the Open Molecules 2025 dataset).

* F_max: 0.0999 Eh/bohr
* energy relative to the best compared isomer or geometry (same formula, charge and spin): 402.2 kJ/mol
* gap between HOMO and LUMO (spin up / spin down): 7.370 / 6.293 eV

The geometry in ORCA input format:
```
! RIJCOSX wB97M-V def2-TZVPD def2/J DEFGRID3
* xyz 0 1
C 4.351 -0.796 0.180
C 3.178 -1.272 0.829
C 4.374 0.453 -0.373
C 2.070 -0.486 0.807
C 3.226 1.123 -0.580
C 2.009 0.764 0.033
C -2.271 2.543 0.801
C -3.724 0.625 0.113
C -1.092 -2.524 -0.248
C -0.613 -0.462 -1.606
N 1.008 1.429 -0.290
N -2.371 1.136 0.406
N -1.344 -1.085 -0.486
F -2.143 -1.070 1.723
P -1.266 -0.013 0.866
H 5.335 -1.244 0.179
H 3.208 -2.271 1.244
H 5.339 0.887 -0.444
H 1.084 -0.742 1.293
H 3.118 2.055 -1.090
H -1.730 2.930 -0.052
H -3.284 3.012 0.986
H -1.673 2.895 1.817
H -4.307 0.453 1.039
H -4.384 1.444 -0.492
H -3.696 -0.295 -0.315
H -1.473 -3.069 -1.105
H 0.062 -2.548 -0.054
H -1.478 -2.938 0.602
H -1.400 -0.479 -2.374
H -0.275 0.528 -1.290
H 0.163 -0.982 -2.118
*
```

***

- Among the records above, which one has the highest F_max?
  C17H39F3O10P2S